[1]
Here is a structure of composition C26H38FIrN5O9P2SSi at a distorted geometry from OMol25. Energies are from ωB97M-V/def2-TZVPD.

Calculated values
**⟨S²⟩**: 0.767
**HOMO-LUMO gap (spin up / spin down)**: 6.47 / 6.79 eV

```
! RIJCOSX wB97M-V def2-TZVPD def2/J DEFGRID3
* xyz 2 2
Ir 0.10040 0.04820 0.46463
C -2.13105 6.86464 -0.21322
Si -2.49854 5.03811 -0.13331
C -3.51070 4.46256 -1.59321
C -3.29218 4.59373 1.49921
C -0.81710 4.13280 -0.28138
C 0.36707 4.81760 -0.53738
C 1.57693 4.14584 -0.71981
C 1.58904 2.77079 -0.64606
N 0.45951 2.10214 -0.39775
C -0.68069 2.74616 -0.21013
S -1.87641 1.56454 0.17250
H -3.06592 7.42851 -0.17947
H -1.62136 7.14145 -1.13892
H -1.52092 7.19356 0.63108
H -4.46314 4.99559 -1.63165
H -3.72570 3.39232 -1.53209
H -2.98350 4.65283 -2.53020
H -4.27092 5.07254 1.57824
H -2.68172 4.93916 2.33610
H -3.43462 3.51678 1.60217
H 0.35240 5.90018 -0.58677
H 2.49444 4.67952 -0.92423
H 2.48448 2.18392 -0.78816
C -1.06042 -7.66976 -0.58304
C -0.92535 -6.92245 0.73731
N -0.40481 -5.55988 0.54847
C -1.25884 -4.52958 0.57355
C -0.92066 -3.23892 0.28562
C -1.99753 -2.20439 0.37399
O -3.13616 -2.56092 0.54136
O -1.64739 -0.95462 0.20091
C 0.38529 -2.91383 -0.10166
O 0.75858 -1.78003 -0.52255
C 1.34200 -4.01065 -0.03655
C 2.69101 -3.76069 -0.29831
C 3.59862 -4.77521 -0.25014
F 4.88272 -4.51085 -0.56395
C 3.22738 -6.08922 0.07191
C 1.89052 -6.33679 0.31738
C 0.93318 -5.31714 0.27206
N 4.15190 -7.16750 0.16491
C 3.98688 -8.20709 -0.85763
C 4.97858 -9.34687 -0.58499
N 5.32450 -9.30854 0.87091
C 6.15004 -8.09150 1.18032
C 5.56022 -6.88880 0.42380
H -1.43226 -8.67760 -0.40143
H -0.10421 -7.73571 -1.10325
H -1.76713 -7.15958 -1.23743
H -0.28136 -7.45894 1.43279
H -1.89934 -6.83107 1.21125
H -2.29163 -4.74019 0.82373
H 3.01119 -2.75574 -0.52769
H 1.59660 -7.34680 0.56565
H 4.15712 -7.82184 -1.86953
H 2.96538 -8.58170 -0.81469
H 5.90399 -9.22828 -1.14386
H 4.54412 -10.31117 -0.83445
H 5.80523 -10.15699 1.16836
H 4.45150 -9.23310 1.39610
H 7.17503 -8.28278 0.87033
H 6.13021 -7.94314 2.25739
H 6.12315 -6.70592 -0.49652
H 5.66035 -6.00736 1.04809
N 2.78681 2.02682 2.97994
C 2.69376 0.51133 3.14109
C 3.52889 0.02678 4.31123
P 0.89368 0.13873 3.16647
O 0.52884 0.13297 4.71020
O 0.54212 -1.15750 2.49476
O 0.33411 1.37144 2.46870
P 3.20637 -0.21492 1.51479
O 4.49506 0.74382 1.28604
O 3.56850 -1.63212 1.57504
O 2.16918 0.31672 0.50369
H 3.03150 2.48115 3.85921
H 1.83430 2.31449 2.67206
H 3.47890 2.26218 2.26368
H 3.12651 0.38415 5.25961
H 4.56580 0.34894 4.19901
H 3.52505 -1.06232 4.32712
H -0.09312 -0.56453 4.95469
H 5.20040 0.26841 0.82936
*
```

Atomic partial charges in e from the Löwdin method, atoms 1 to 2: 1.491 -0.177

***

[2]
Here is a cluster of 5 separate species, C26H38N5P in total at a distorted geometry from OMol25. Energies are from ωB97M-V/def2-TZVPD.

Calculated values
**HOMO-LUMO gap**: 8.48 eV

```
! RIJCOSX wB97M-V def2-TZVPD def2/J DEFGRID3
* xyz 0 1
C -4.11804 -1.35015 -0.68680
C -3.71491 -1.75977 -2.19198
N -3.33735 -3.21799 -2.32108
P -1.87749 -3.57860 -1.29815
C -1.26586 -4.92185 -2.49953
C -0.27519 -3.75378 -0.19333
C 0.52359 -2.34675 -0.31858
C 1.19368 -2.09565 -1.72262
C 1.96117 -0.77756 -2.02856
C 2.03668 0.29289 -0.88479
C 1.38274 0.04276 0.51741
C 0.61270 -1.28947 0.80979
H -3.20848 -1.11340 -0.03222
H -4.82048 -0.43945 -0.63087
H -4.61253 -2.28771 -0.22077
H -2.91753 -1.05879 -2.65915
H -4.66553 -1.58441 -2.83160
H -2.99121 -3.28306 -3.30395
H -1.57313 -2.17671 -1.37237
H -2.70964 -4.03258 -0.20088
H -0.43978 -4.45277 -3.14615
H -0.91266 -5.83414 -1.90270
H -2.15379 -5.27613 -3.13380
H 0.38092 -4.57875 -0.65563
H -0.51673 -3.92613 0.90946
H 1.09318 -2.89576 -2.54554
H 2.47178 -0.56604 -3.04058
H 2.57862 1.27076 -1.11861
H 1.40411 0.82710 1.36226
H 0.09232 -1.52427 1.80182
N 2.60907 4.28332 -0.21744
C 1.26792 4.01166 -0.27797
C 0.74575 4.17147 0.98209
C 1.80982 4.55953 1.83380
C 2.94687 4.62320 1.06564
H 3.24733 4.24065 -0.99524
H 0.80283 3.72733 -1.20979
H -0.28783 4.02637 1.25996
H 1.75005 4.76964 2.89202
H 3.96435 4.87894 1.32056
N 2.71207 5.89359 5.60910
C 3.14076 5.27235 6.75197
C 2.06242 5.13829 7.59187
C 0.93995 5.69381 6.92962
C 1.36976 6.14936 5.70741
H 3.29266 6.12532 4.81941
H 4.17375 4.98154 6.86900
H 2.07944 4.68892 8.57386
H -0.07099 5.75322 7.30526
H 0.83845 6.63332 4.90166
N -4.69439 -4.22802 3.75925
C -4.89518 -2.91770 4.10323
C -3.91847 -2.16607 3.49724
C -3.10158 -3.05497 2.75565
C -3.60595 -4.32006 2.93374
H -5.25982 -5.00319 4.06514
H -5.71260 -2.63443 4.74889
H -3.80526 -1.09492 3.57771
H -2.23993 -2.79748 2.15685
H -3.28442 -5.27522 2.54634
N 3.00594 0.81208 -6.10813
C 2.23178 -0.26753 -6.44073
C 2.71480 -0.78962 -7.61557
C 3.82521 0.00060 -8.00345
C 3.98306 0.97948 -7.05308
H 2.87728 1.39204 -5.29497
H 1.40518 -0.56913 -5.81493
H 2.31415 -1.64618 -8.13739
H 4.44125 -0.13246 -8.88059
H 4.70337 1.77913 -6.96845
*
```

Atomic partial charges in e from the Löwdin method, atoms 1 to 2: -0.144 -0.373

***

[3]
Here is a structure of composition C26H39MoNOP2Si at a distorted geometry from OMol25. Energies are from ωB97M-V/def2-TZVPD.

Calculated values
**⟨S²⟩**: 2.019
**HOMO-LUMO gap (spin up / spin down)**: 5.85 / 7.03 eV

```
! RIJCOSX wB97M-V def2-TZVPD def2/J DEFGRID3
* xyz 0 3
Mo 0.05953 0.55652 -0.45277
Si -1.10046 2.42518 -1.39020
P -0.41368 -0.85680 -2.30191
N 1.81550 0.18095 -0.37973
H -0.92727 0.21624 0.81307
C -0.11002 -2.66213 -2.18654
H -0.27754 -3.07331 -3.19280
H -0.83753 -3.08759 -1.48244
H 0.90631 -2.88311 -1.82968
C -1.94953 -0.84789 -3.25081
H -1.78130 -1.47871 -4.12806
H -2.22884 0.16282 -3.55038
H -2.73051 -1.28146 -2.61855
C 0.91651 -0.25349 -3.43878
H 0.77948 -0.76305 -4.39658
H 1.89837 -0.50919 -3.01863
H 0.83172 0.83024 -3.58051
C -2.94635 2.62801 -1.08679
H -3.21466 2.39501 -0.04802
H -3.50386 1.98941 -1.78593
H -3.15775 3.68680 -1.29468
H -0.64107 3.80499 -1.02885
H -1.05041 2.30948 -2.88506
C 3.09653 0.46549 -0.60372
C 5.40123 -0.16789 -0.37080
C 4.07283 -0.51521 -0.28435
C 3.47426 1.75198 -1.10194
C 4.81740 2.04826 -1.20301
C 5.77227 1.10611 -0.81166
H 6.15597 -0.90799 -0.11613
H 3.76736 -1.50523 0.07383
H 2.72169 2.50546 -1.37046
H 5.12772 3.01717 -1.59100
H 6.82534 1.35972 -0.89181
C -3.04808 -1.78730 0.58910
O -2.79153 -2.26544 -0.52536
C -2.35848 -2.30845 1.82152
H -3.00647 -2.99616 2.39129
H -2.02808 -1.49892 2.48809
H -1.43349 -2.74861 1.43693
C -4.00750 -0.62402 0.66232
H -4.97954 -0.94304 0.23466
H -3.68421 0.17377 -0.02004
H -4.14449 -0.24126 1.69057
C -0.16897 3.30488 2.04438
P -0.00685 1.47842 1.96392
C 1.74000 1.25355 2.55009
C 2.67418 2.30422 2.57083
C 4.00751 2.05266 2.90320
C 4.42243 0.76969 3.26053
C 3.48761 -0.26534 3.27269
C 2.15427 -0.02132 2.95078
C -1.18595 1.07138 3.34017
C -0.85874 0.19262 4.38506
C -1.84033 -0.30231 5.24697
C -3.16752 0.10048 5.10321
C -3.49911 1.01474 4.09867
C -2.51950 1.52320 3.24298
H 0.47747 3.79310 1.30512
H 0.07925 3.66045 3.05618
H -1.19558 3.60490 1.81010
H 2.38039 3.32508 2.31670
H 4.72726 2.87148 2.88686
H 5.45326 0.58772 3.56388
H 3.79809 -1.27115 3.54584
H 1.44042 -0.84562 2.99743
H 0.16932 -0.13398 4.51560
H -1.56748 -1.00100 6.03637
H -3.94161 -0.26749 5.77657
H -4.53213 1.35339 3.99598
H -2.80762 2.23365 2.46072
*
```

Atomic partial charges in e from the Löwdin method, atoms 1 to 2: 0.676 0.302

***

[4]
Here is a structure of composition C26H40AsClN6O9S2SiV at a distorted geometry from OMol25. Energies are from ωB97M-V/def2-TZVPD.

Calculated values
**⟨S²⟩**: 3.771
**HOMO-LUMO gap (spin up / spin down)**: 5.23 / 7.27 eV

```
! RIJCOSX wB97M-V def2-TZVPD def2/J DEFGRID3
* xyz -2 4
V -0.03608 -0.41667 -0.38152
N 1.99275 -0.69108 2.30406
C 0.74345 -0.55298 2.68572
N 0.48750 -0.41776 4.00150
C -0.79337 -0.28177 4.31590
N -1.07610 -0.18172 5.66203
N -1.83204 -0.24540 3.49097
C -1.50554 -0.35752 2.19065
N -0.23452 -0.52431 1.72934
C -2.52176 -0.28443 1.19755
C -3.89375 -0.19912 1.50995
C -4.82094 -0.32105 0.51549
C -4.37132 -0.55480 -0.81071
C -3.02818 -0.56458 -1.06121
N -2.09091 -0.37042 -0.10651
H 2.77360 -0.56074 2.93468
H 2.21108 -0.72520 1.31840
H -0.29026 0.10790 6.22018
H -1.95625 0.26136 5.86397
H -4.16792 -0.06839 2.54730
H -5.87959 -0.26427 0.73785
H -5.06675 -0.70092 -1.62612
H -2.63659 -0.70612 -2.05940
O 4.23935 -0.96702 -0.51267
As 3.05880 -0.14413 -1.46281
O 3.66475 1.09914 -2.32755
O 1.76625 0.23678 -0.41245
C 2.54778 -1.53053 -2.74573
C 3.09108 -1.28370 -4.00489
C 2.86926 -2.14594 -5.06712
C 2.09005 -3.27714 -4.88728
C 1.53442 -3.53430 -3.64474
C 1.75810 -2.66998 -2.57994
S 0.90456 -3.07936 -1.06441
O 0.64379 -4.49319 -1.10699
O 1.69540 -2.56458 0.02994
O -0.36535 -2.27448 -1.14662
H 4.45625 -0.57447 0.38089
H 3.68262 -0.38476 -4.12835
H 3.30396 -1.92827 -6.03551
H 1.90943 -3.95848 -5.71022
H 0.92350 -4.41042 -3.47645
C -0.32827 4.61566 0.37139
C 0.03861 3.19626 0.80544
C 1.53638 3.07994 1.05418
C -0.73866 2.85958 2.07085
O -0.35148 2.22902 -0.20381
Si -0.26979 2.43137 -1.85868
S -0.32805 0.54366 -2.69496
O 1.05913 3.35001 -2.11267
C 1.63222 3.95705 -3.26934
C 0.89833 5.26893 -3.54685
C 1.54770 3.03077 -4.47637
C 3.08894 4.22075 -2.90908
O -1.49670 3.44631 -2.31945
C -2.90479 3.37150 -2.44584
C -3.31365 2.30330 -3.45506
C -3.34510 4.74513 -2.94642
C -3.52504 3.08851 -1.07837
H -0.04068 5.30933 1.16540
H -1.40220 4.70322 0.20441
H 0.19167 4.89647 -0.54279
H 1.83065 3.75745 1.86048
H 2.09595 3.32728 0.15276
H 1.80193 2.06279 1.34126
H -0.59464 3.64814 2.81355
H -0.38764 1.92743 2.50359
H -1.80488 2.76851 1.85174
H -0.15514 5.08064 -3.75561
H 1.34959 5.77884 -4.40249
H 0.96246 5.92598 -2.67622
H 0.50739 2.83163 -4.74471
H 2.03834 2.08684 -4.24056
H 2.04500 3.49763 -5.33172
H 3.14023 4.87757 -2.03701
H 3.60645 4.70467 -3.74233
H 3.57526 3.27332 -2.67409
H -2.80267 2.47277 -4.40536
H -4.39407 2.34435 -3.61998
H -3.04048 1.31077 -3.10389
H -2.91648 4.93935 -3.93175
H -2.99397 5.51776 -2.26006
H -4.43412 4.80061 -3.01864
H -3.12828 2.16122 -0.66691
H -4.61173 2.99593 -1.15260
H -3.28944 3.89842 -0.38601
Cl 5.09990 0.09333 2.24724
*
```

Atomic partial charges in e from the Löwdin method, atoms 1 to 2: 0.795 0.192